Entry 1:
Below is the ion C6H14NO with charge +1 in a non-equilibrium geometry, with properties calculated with ωB97M-V/def2-TZVPD.

Cartesian coordinates (Å):
C -0.5112 1.6584 -0.8707
C 0.2063 0.5762 -0.1041
C -0.1155 0.8460 1.3735
C 1.6694 0.5123 -0.5718
C -0.3583 -0.8380 -0.4206
N 0.5223 -1.9075 0.3049
C -1.7069 -1.0422 0.0860
O -1.9558 -1.7949 0.9842
H -0.6816 1.3196 -1.9051
H -1.5351 2.0454 -0.5062
H 0.1782 2.4629 -0.7242
H 0.5493 0.2278 1.9512
H 0.1212 1.8469 1.7982
H -1.1973 0.8974 1.4810
H 1.7652 1.2390 -1.4258
H 1.8260 -0.5524 -0.9459
H 2.2754 0.7773 0.3230
H -0.4086 -0.9881 -1.5305
H -0.3228 -2.2900 0.8827
H 1.3988 -1.6184 0.7300
H 0.6782 -2.7896 -0.3455
H -2.3973 -0.5881 -0.5643

## Properties
molar mass: 116.2 g/mol
energy above the lowest of the compared OMol25 structures with the same formula, charge and spin: 194.35 kJ/mol
SMILES: CC(C)(C)[C@@H]([NH3+])C=O
HOMO: -15.14 eV
LUMO: -0.1365 Ha
E: -366.693213 hartree
charge: +1
gap between HOMO and LUMO: 11.43 eV
2S+1: 1



Entry 2:
Below is a cluster of 6 separate species, C10H30IO10 in total in a non-equilibrium geometry, with properties calculated with ωB97M-V/def2-TZVPD.

Cartesian coordinates (Å):
I -0.0671 0.5615 -0.2298
C 5.8491 3.5602 -3.4057
C 6.9034 4.5756 -3.9934
O 6.5866 5.9332 -3.4395
O 4.6025 3.8845 -3.8555
H 6.0154 3.5855 -2.3287
H 5.9868 2.5069 -3.6501
H 6.9233 4.6366 -5.0816
H 7.9181 4.2531 -3.7599
H 7.3504 6.4104 -3.1072
H 3.9220 3.3895 -3.3933
C -0.8726 8.2560 0.7667
C -0.4407 9.6954 0.8476
O -1.2889 10.7082 0.3235
O -0.9183 7.7582 -0.6185
H -1.8906 8.1834 1.1494
H -0.1999 7.6572 1.3807
H 0.5960 9.9591 0.6384
H -0.4988 10.0095 1.8897
H -1.7806 11.0820 1.0584
H -0.9686 6.8013 -0.5610
C -2.1522 -4.0559 5.4581
C -3.4560 -4.8257 5.7984
O -4.4320 -4.5545 4.7904
O -2.3025 -2.6495 5.5097
H -1.7346 -4.2642 4.4730
H -1.5175 -4.4470 6.2533
H -3.9416 -4.3244 6.6356
H -3.3791 -5.8840 6.0476
H -4.3926 -3.6020 4.6773
H -2.1554 -2.2681 4.6411
C -7.2150 -3.1759 -1.5474
C -6.5062 -4.5217 -1.6362
O -6.9182 -5.4363 -0.6719
O -6.6672 -2.4556 -0.4225
H -8.3006 -3.2539 -1.4886
H -6.9284 -2.6418 -2.4534
H -5.4182 -4.4772 -1.6855
H -6.6608 -4.9563 -2.6237
H -6.7958 -5.0308 0.1896
H -5.8564 -1.9823 -0.6232
C 4.4926 -4.7685 -1.5886
C 4.6563 -5.8851 -0.5759
O 4.7459 -7.0967 -1.1877
O 3.3452 -4.7872 -2.3040
H 5.3066 -4.9424 -2.2923
H 4.4998 -3.7942 -1.0999
H 3.8292 -5.8585 0.1336
H 5.5699 -5.7062 -0.0089
H 3.8964 -7.5344 -1.0970
H 2.6607 -4.2268 -1.9312

## Properties
molar mass: 437.2 g/mol
energy above the lowest of the compared OMol25 structures with the same formula, charge and spin: 335.38 kJ/mol
HOMO: -3.75 eV
LUMO: 0.0836 Ha
E: -1449.022909 hartree
charge: -1
gap between HOMO and LUMO: 6.03 eV
2S+1: 1



Entry 3:
Below is the molecule C7H10N2S in a non-equilibrium geometry, with properties calculated with ωB97M-V/def2-TZVPD.

Cartesian coordinates (Å):
C 2.5116 0.1927 -0.1387
C 1.2014 -1.8785 0.0199
C 1.1792 0.5276 -0.1084
C 0.3567 -0.7617 -0.0721
C -1.9716 -0.0624 0.2565
C 1.3214 2.8648 -0.1199
C -1.5227 -2.2678 -0.3610
N 0.5786 1.6868 -0.1963
N -1.0086 -0.9759 0.0087
S 2.8237 -1.4500 -0.0429
H 3.2152 0.9718 -0.6372
H 1.0922 -2.9914 0.1860
H -3.0903 -0.2555 0.1116
H -1.6158 0.9663 0.4647
H 0.6098 3.6468 0.5506
H 2.3712 2.6982 0.1233
H 1.3943 3.4526 -1.0243
H -1.1183 -2.5239 -1.2588
H -1.0383 -2.9860 0.3726
H -2.6109 -2.3881 -0.4624

## Properties
molar mass: 154.2 g/mol
energy above the lowest of the compared OMol25 structures with the same formula, charge and spin: 395.78 kJ/mol
HOMO (spin up / spin down): -6.99 / -6.00 eV
LUMO (spin up / spin down): 0.0160 / -0.0305 Ha
E: -780.254691 hartree
charge: 0
gap between HOMO and LUMO (spin up / spin down): 7.42 / 5.17 eV
2S+1: 1



Entry 4:
Below is a cluster of 2 separate species, CH5IN2 in total in a non-equilibrium geometry, with properties calculated with ωB97M-V/def2-TZVPD.

Cartesian coordinates (Å):
H 0.2400 -0.9774 0.6009
N 0.2908 -0.7242 -0.3673
N -0.3742 0.0456 -1.0272
C -1.5486 0.6909 -0.5683
H -1.4506 1.7671 -0.7647
H -2.3704 0.3888 -1.0629
H -1.8844 0.3901 0.5384
I 4.2159 -1.1877 1.6120
H 2.8815 -0.3931 1.0391

## Properties
molar mass: 172.0 g/mol
energy above the lowest of the compared OMol25 structures with the same formula, charge and spin: 137.18 kJ/mol
SMILES: [H]/N=N\C.I
HOMO: -8.79 eV
LUMO: 0.0148 Ha
E: -448.200565 hartree
charge: 0
gap between HOMO and LUMO: 9.20 eV
2S+1: 1